1.
8 unconnected molecules or ions with the total composition C8H29N12O10 at a distorted geometry. Source: the OMol25 dataset; level of theory: ωB97M-V/def2-TZVPD.

Last column: Löwdin charge in e.
CARTESIAN COORDINATES (ANGSTROEM)
O1 7.74 18.35 -12.92  -0.001
C1 7.07 18.73 -11.76  -0.731
O2 5.84 18.91 -11.87  -0.032
O3 7.76 18.88 -10.73  -0.054
H1 6.84 18.42 -13.36  0.126
C2 5.93 14.84 -13.66  -0.169
O4 5.70 13.85 -12.69  -0.135
H2 5.62 15.81 -13.24  0.053
H3 7.00 14.87 -13.86  0.059
H4 5.38 14.70 -14.60  0.074
H5 4.91 14.11 -12.17  0.020
C3 9.93 16.85 -15.68  -0.694
O5 11.02 16.39 -16.05  -0.001
N1 9.35 16.36 -14.53  0.164
N2 9.24 17.78 -16.36  0.152
H6 8.67 16.86 -13.98  0.050
H7 9.88 15.62 -14.13  0.106
H8 9.77 18.20 -17.10  0.110
H9 8.27 17.91 -16.16  0.099
C4 3.28 22.02 -11.83  -0.677
O6 2.48 21.39 -11.14  0.002
N3 4.43 21.47 -12.28  0.161
N4 3.07 23.32 -12.25  0.132
H10 4.52 20.47 -12.20  0.067
H11 4.96 22.01 -12.94  0.094
H12 2.27 23.84 -11.93  0.092
H13 3.88 23.85 -12.52  0.083
C5 10.33 16.29 -9.69  -0.687
O7 10.88 15.35 -9.11  -0.018
N5 10.92 16.98 -10.71  0.157
N6 9.14 16.78 -9.26  0.165
H14 10.39 17.73 -11.12  0.079
H15 11.90 16.79 -10.81  0.100
H16 8.63 16.20 -8.62  0.103
H17 8.70 17.57 -9.73  0.043
C6 2.88 15.84 -11.29  -0.637
O8 3.49 14.78 -11.29  0.023
N7 1.58 15.97 -10.86  0.143
N8 3.46 17.03 -11.55  0.176
H18 1.21 15.15 -10.41  0.098
H19 0.93 16.73 -10.88  0.092
H20 2.86 17.80 -11.81  0.103
H21 4.41 17.13 -11.88  0.067
C7 10.57 20.85 -13.24  -0.675
O9 11.62 21.42 -13.54  -0.003
N9 10.00 20.98 -11.99  0.162
N10 9.85 20.10 -14.11  0.157
H22 10.48 21.57 -11.34  0.098
H23 9.25 20.38 -11.70  0.055
H24 10.11 20.06 -15.07  0.084
H25 9.14 19.47 -13.74  0.051
C8 6.51 19.75 -7.56  -0.682
O10 6.41 19.90 -6.33  -0.035
N11 7.68 20.06 -8.16  0.147
N12 5.55 19.24 -8.40  0.173
H26 8.38 20.38 -7.52  0.098
H27 7.88 19.81 -9.13  0.051
H28 4.75 18.74 -8.09  0.098
H29 5.83 19.24 -9.37  0.062

Computed properties:
orbital gap = 9.01 eV
LUMO energy = 2.05 eV
charge = -1

---

2.
8 unconnected molecules or ions with the total composition C8H29N3O11 at a distorted geometry. Source: the OMol25 dataset; level of theory: ωB97M-V/def2-TZVPD.

Last column: Löwdin charge in e.
CARTESIAN COORDINATES (ANGSTROEM)
C1 -27.88 0.66 11.38  0.033
N1 -28.87 -0.21 12.05  -0.454
O1 -28.42 -1.08 12.76  0.060
O2 -30.04 0.16 11.99  0.060
H1 -27.74 0.12 10.45  0.107
H2 -27.04 0.71 12.07  0.097
H3 -28.25 1.68 11.35  0.099
C2 -21.62 2.40 16.00  0.063
N2 -22.30 2.51 17.38  -0.430
O3 -23.06 1.57 17.67  0.025
O4 -22.08 3.46 18.09  0.062
H4 -22.38 2.10 15.28  0.098
H5 -20.74 1.77 16.13  0.095
H6 -21.18 3.40 15.93  0.088
C3 -28.41 -0.78 18.91  0.028
N3 -29.29 0.31 18.55  -0.458
O5 -29.05 1.01 17.61  0.080
O6 -30.30 0.48 19.26  0.034
H7 -27.84 -1.00 18.01  0.105
H8 -29.01 -1.58 19.35  0.103
H9 -27.78 -0.49 19.75  0.107
C4 -16.73 6.55 17.92  -0.124
O7 -17.13 6.81 16.52  -0.143
H10 -17.06 7.35 18.60  0.077
H11 -17.05 5.58 18.30  0.067
H12 -15.67 6.33 17.80  0.072
H13 -16.27 7.05 16.18  0.052
C5 -22.55 9.20 20.22  -0.228
O8 -23.45 9.03 21.22  -0.090
H14 -21.74 8.46 20.25  0.080
H15 -23.06 8.96 19.29  0.079
H16 -22.15 10.20 20.08  0.076
H17 -22.95 8.73 21.98  0.083
C6 -20.95 -0.61 9.12  -0.166
O9 -19.85 -0.95 9.93  -0.130
H18 -20.53 -0.21 8.19  0.078
H19 -21.69 -1.40 9.04  0.078
H20 -21.45 0.20 9.65  0.071
H21 -19.69 -0.19 10.49  0.068
C7 -21.95 1.06 24.56  -0.149
O10 -21.43 1.08 25.91  -0.133
H22 -22.57 0.18 24.69  0.081
H23 -22.36 1.94 24.05  0.074
H24 -21.16 0.78 23.87  0.063
H25 -20.87 1.84 26.05  0.064
C8 -15.86 1.28 13.44  -0.167
O11 -16.77 1.97 12.58  -0.126
H26 -15.09 0.97 12.73  0.073
H27 -15.39 1.86 14.22  0.073
H28 -16.24 0.38 13.93  0.076
H29 -16.43 2.86 12.48  0.071

Computed properties:
orbital gap = 10.41 eV
LUMO energy = 0.05 eV
SMILES string = C[N+](=O)[O-].C[N+](=O)[O-].C[N+](=O)[O-].CO.CO.CO.CO.CO
charge = 0

---

3.
6 unconnected molecules or ions with the total composition C8H30N2O6 at a distorted geometry. Source: the OMol25 dataset; level of theory: ωB97M-V/def2-TZVPD.

Last column: Löwdin charge in e.
CARTESIAN COORDINATES (ANGSTROEM)
C1 20.76 -5.85 -5.40  -0.098
O1 20.14 -6.65 -4.41  -0.173
C2 19.02 -7.35 -4.88  -0.229
C3 17.83 -6.48 -5.26  -0.454
C4 17.34 -5.59 -4.14  -0.058
N1 16.74 -7.42 -5.64  0.025
H1 21.58 -5.33 -4.91  0.078
H2 20.08 -5.05 -5.73  0.089
H3 21.08 -6.41 -6.28  0.074
H4 19.26 -8.05 -5.69  0.118
H5 18.68 -7.99 -4.05  0.131
H6 18.08 -5.89 -6.15  0.125
H7 18.07 -4.86 -3.80  0.077
H8 17.09 -6.24 -3.29  0.085
H9 16.43 -5.08 -4.47  0.075
H10 16.02 -6.90 -6.15  0.068
H11 17.13 -8.05 -6.34  0.061
C5 24.29 -10.66 -10.76  -0.095
O2 23.32 -9.70 -10.38  -0.182
C6 23.76 -8.86 -9.35  -0.233
C7 22.73 -7.77 -9.10  -0.420
C8 21.31 -8.27 -8.93  -0.056
N2 22.74 -6.66 -10.09  0.039
H12 24.65 -11.17 -9.86  0.089
H13 25.10 -10.20 -11.34  0.089
H14 23.81 -11.38 -11.41  0.089
H15 23.93 -9.42 -8.42  0.130
H16 24.72 -8.37 -9.56  0.127
H17 23.00 -7.29 -8.15  0.127
H18 20.82 -8.61 -9.84  0.082
H19 20.69 -7.43 -8.59  0.069
H20 21.28 -9.06 -8.17  0.086
H21 23.72 -6.52 -10.34  0.081
H22 22.35 -7.01 -10.97  0.093
O3 22.06 -4.48 -8.27  -0.079
H23 22.15 -5.29 -8.81  0.003
H24 22.71 -4.57 -7.56  0.007
O4 24.04 -3.15 -10.42  -0.059
H25 24.06 -4.08 -10.65  0.007
H26 23.11 -2.98 -10.22  0.006
O5 23.81 -4.71 -6.09  -0.045
H27 24.58 -4.17 -6.30  0.066
H28 24.03 -5.15 -5.26  0.058
O6 20.63 -2.91 -9.99  -0.078
H29 20.05 -3.60 -10.32  0.028
H30 21.19 -3.35 -9.32  -0.024

Computed properties:
orbital gap = 9.58 eV
LUMO energy = 0.16 eV
SMILES string = COC[C@H](C)N.COC[C@H](C)N.O.O.O.O
charge = 0
energy above the lowest of the compared OMol25 structures with the same formula, charge and spin = 3.6 kcal per mole

---

4.
A molecular structure, C8H31O7 at a distorted geometry. Source: the OMol25 dataset; level of theory: ωB97M-V/def2-TZVPD.

Last column: Löwdin charge in e.
CARTESIAN COORDINATES (ANGSTROEM)
O1 0.06 -0.20 -0.26  0.253
H1 -0.37 0.52 0.21  0.088
H2 0.81 0.11 -0.82  0.115
H3 -0.61 -0.56 -0.79  0.070
C1 -2.05 -1.45 1.55  -0.135
O2 -2.31 -0.19 1.07  -0.090
H4 -1.04 -1.44 1.78  0.057
H5 -2.24 -2.33 0.79  0.146
H6 -2.50 -1.54 2.36  0.016
H7 -3.25 -0.23 1.01  0.084
C2 1.83 -3.46 -1.17  -0.048
O3 0.78 -2.47 -1.62  -0.182
H8 1.57 -3.73 -0.11  0.105
H9 2.78 -3.04 -1.36  0.053
H10 1.80 -4.18 -1.93  0.060
H11 0.20 -2.85 -2.31  0.075
C3 1.50 0.84 -3.47  -0.042
O4 2.03 0.32 -2.10  -0.185
H12 2.13 0.61 -4.47  0.138
H13 0.97 1.84 -3.46  0.102
H14 0.99 0.00 -3.71  -0.001
H15 3.04 0.31 -2.07  0.123
C4 -2.26 0.39 -2.91  -0.174
O5 -1.74 -0.86 -2.60  -0.145
H16 -3.04 0.59 -2.20  0.069
H17 -2.50 0.56 -3.90  0.073
H18 -1.51 1.14 -2.76  0.058
H19 -2.35 -1.61 -3.00  0.171
C5 -1.83 2.86 -0.15  -0.200
O6 -0.58 2.58 -0.66  -0.137
H20 -2.85 2.36 -0.91  0.173
H21 -2.00 3.88 0.29  0.102
H22 -1.98 2.19 0.67  0.017
H23 0.01 3.24 -0.23  0.116
C6 0.51 0.66 4.22  -0.035
C7 1.48 0.88 3.07  -0.557
C8 2.38 -0.35 2.77  -0.032
O7 0.82 1.40 2.04  -0.057
H24 0.98 -0.14 4.90  0.122
H25 -0.25 0.06 3.81  0.050
H26 -0.02 1.41 4.63  0.042
H27 2.15 1.66 3.48  0.138
H28 3.22 -0.72 3.47  0.123
H29 3.06 -0.11 1.96  0.069
H30 1.85 -1.19 2.48  0.034
H31 0.30 2.23 2.40  0.178

Computed properties:
orbital gap = 10.41 eV
LUMO energy = -2.29 eV
charge = +1
energy above the lowest of the compared OMol25 structures with the same formula, charge and spin = 124.3 kcal per mole

---

5.
A molecular structure, C8H32B4O4S2V at a distorted geometry. Source: the OMol25 dataset; level of theory: ωB97M-V/def2-TZVPD.

Last column: Löwdin charge in e.
CARTESIAN COORDINATES (ANGSTROEM)
V1 10.79 -17.99 -21.06  0.832
B1 11.88 -16.24 -21.85  -0.404
H1 12.62 -15.66 -22.39  -0.002
H2 11.37 -15.62 -21.13  -0.012
H3 11.18 -16.65 -22.57  -0.017
H4 12.41 -17.09 -21.45  -0.038
B2 8.99 -16.72 -20.17  -0.371
H5 8.83 -15.75 -19.72  -0.012
H6 9.42 -16.66 -21.16  -0.053
H7 9.67 -17.33 -19.60  -0.039
H8 8.05 -17.24 -20.12  -0.020
B3 8.98 -18.71 -22.40  -0.371
H9 8.85 -19.30 -23.29  -0.026
H10 9.66 -17.91 -22.65  -0.041
H11 8.01 -18.33 -22.13  -0.021
H12 9.33 -19.18 -21.48  -0.026
B4 11.50 -19.94 -20.03  -0.374
H13 12.22 -19.16 -20.24  -0.036
H14 11.80 -20.61 -19.24  -0.007
H15 10.58 -19.44 -19.78  -0.025
H16 11.37 -20.49 -20.95  -0.046
C1 14.79 -15.06 -18.06  -0.200
C2 14.83 -16.54 -17.51  -0.224
C3 13.42 -16.85 -17.01  -0.224
S1 12.27 -16.12 -18.24  0.781
O1 11.25 -15.49 -17.43  -0.318
O2 11.85 -17.12 -19.24  -0.416
C4 13.52 -14.85 -18.89  -0.163
H17 15.72 -14.94 -18.60  0.108
H18 14.76 -14.48 -17.13  0.109
H19 15.60 -16.63 -16.75  0.102
H20 15.13 -17.37 -18.15  0.110
H21 13.25 -16.43 -16.02  0.101
H22 13.12 -17.89 -16.97  0.104
H23 13.06 -13.86 -18.82  0.102
H24 13.65 -15.07 -19.95  0.087
C5 13.04 -22.36 -22.38  -0.193
C6 11.48 -22.41 -22.85  -0.174
C7 11.32 -21.38 -23.93  -0.207
S2 12.49 -20.01 -23.57  0.748
O3 11.92 -19.03 -22.63  -0.402
O4 12.97 -19.62 -24.84  -0.308
C8 13.77 -21.08 -22.72  -0.193
H25 13.62 -23.25 -22.63  0.095
H26 13.14 -22.43 -21.30  0.099
H27 10.92 -22.22 -21.94  0.096
H28 11.10 -23.38 -23.19  0.103
H29 10.39 -20.82 -24.04  0.090
H30 11.66 -21.79 -24.88  0.103
H31 14.39 -20.41 -22.12  0.109
H32 14.43 -21.30 -23.56  0.084

Computed properties:
orbital gap (spin up / spin down) = 7.31 / 7.63 eV
LUMO energy (spin up / spin down) = 2.33 / 2.33 eV
multiplicity = 3
charge = -1
energy above the lowest of the compared OMol25 structures with the same formula, charge and spin = 118.6 kcal per mole
<S²> = 2.01

---

Number 1 is which compound? C8H29N12O10

---

Which formula does entry 4 have? C8H31O7

---

What is the charge in the fourth record? +1